# 1
Below is 36 unconnected molecules or ions with the total composition H72O36, with properties calculated with wB97M-V/def2-TZVPD.

The geometry in ORCA input format:
```
! RIJCOSX wB97M-V def2-TZVPD def2/J DEFGRID3
* xyz 0 1
O 2.0359 4.1429 -2.7797
H 1.9709 4.7831 -3.4884
H 1.1293 3.9010 -2.5909
O -0.2211 4.0081 3.5611
H -0.2447 3.5257 2.7347
H -1.1342 4.2411 3.7292
O 5.1052 -3.8696 -0.4243
H 5.2133 -3.3492 0.3717
H 4.1684 -3.8244 -0.6153
O 0.3238 0.8228 2.8825
H 1.2674 0.9277 3.0043
H 0.2059 0.7972 1.9329
O -3.5062 3.4478 -1.3097
H -3.6714 4.0071 -0.5507
H -4.1970 3.6767 -1.9314
O -4.0749 -2.8558 -0.6966
H -4.7574 -2.9143 -0.0280
H -4.2795 -3.5610 -1.3107
O -0.2988 -5.7542 0.9363
H -0.3931 -5.6601 1.8842
H -0.8026 -5.0266 0.5716
O -0.7879 -2.0382 2.0299
H -0.3099 -1.3176 1.6194
H -1.0516 -2.5980 1.2997
O 5.0714 -2.3093 1.7717
H 4.2302 -2.7046 2.0006
H 5.6749 -2.6220 2.4456
O -3.3291 -0.6188 0.3988
H -3.4243 -0.7587 1.3410
H -3.5087 -1.4747 0.0098
O 0.0107 0.9078 5.6516
H 0.7440 0.3992 5.9979
H 0.1696 0.9464 4.7085
O -1.8811 1.2408 -1.1142
H -2.6164 1.8488 -1.0375
H -2.2580 0.3826 -0.9202
O -3.0262 -0.2651 3.6818
H -3.2748 -0.7425 4.4733
H -2.0921 -0.0877 3.7920
O 1.9307 1.2672 -3.5836
H 2.2334 2.0433 -3.1122
H 1.3045 1.6044 -4.2241
O 2.9486 0.8851 3.3405
H 3.2716 0.0586 3.6993
H 3.4354 0.9989 2.5242
O 0.9026 -1.3877 -5.1425
H 1.0313 -2.1064 -5.7614
H 0.8507 -0.6050 -5.6911
O -1.4915 -3.7366 -0.1219
H -2.3350 -3.5259 -0.5225
H -0.8618 -3.6709 -0.8398
O 2.4089 -2.8623 1.6993
H 1.9777 -2.6306 0.8767
H 1.8637 -2.4624 2.3769
O -0.3746 -3.3267 -2.7783
H -1.0751 -3.0763 -3.3807
H -0.0716 -4.1750 -3.1019
O 3.2816 -2.6929 -4.2586
H 3.6508 -1.8361 -4.0449
H 2.3964 -2.5022 -4.5689
O -1.8327 1.3804 -3.9041
H -0.9492 1.7000 -4.0870
H -1.9074 1.4140 -2.9504
O -2.9772 2.2591 1.9156
H -3.1241 1.8233 2.7551
H -3.5489 1.7973 1.3023
O 2.2752 -5.4458 1.1524
H 1.3420 -5.5402 0.9614
H 2.4185 -4.5001 1.1874
O -0.8064 4.0011 -2.7860
H -1.4980 4.4413 -2.2919
H -1.1398 3.9617 -3.6824
O -1.1418 -3.1068 4.5346
H -1.1626 -2.6536 3.6918
H -1.8369 -2.6934 5.0466
O 5.0987 -0.0456 0.6166
H 5.0627 -0.8570 1.1232
H 6.0060 0.0102 0.3168
O -1.0156 3.4280 0.1313
H -1.4466 2.8859 0.7920
H -1.2942 3.0542 -0.7048
O 0.1698 6.0312 0.6814
H -0.1896 5.1572 0.5287
H -0.4404 6.4374 1.2969
O 1.6980 3.3891 0.6010
H 2.2125 3.8824 -0.0379
H 0.8270 3.3246 0.2094
O 2.5985 -3.3493 -1.1453
H 2.4519 -3.9171 -1.9018
H 2.2712 -2.4930 -1.4209
O -1.6174 -1.0428 -4.8629
H -1.6411 -0.2068 -4.3972
H -0.7002 -1.3139 -4.8227
O 0.2955 -0.0531 0.2803
H 0.6143 -0.5542 -0.4703
H -0.5240 0.3379 -0.0227
O -4.0985 4.6576 1.5326
H -3.5806 3.8560 1.6066
H -4.6609 4.6523 2.3072
O 1.1797 -1.0328 -2.1054
H 0.6341 -1.5176 -2.7248
H 1.4805 -0.2688 -2.5975
O -5.4053 1.4103 1.1791
H -6.1143 2.0508 1.2369
H -5.3011 1.2517 0.2409
O 4.1909 2.2933 0.9163
H 3.2354 2.3171 0.8638
H 4.4343 1.4713 0.4906
*
```

Total energy, hartree: -2751.86771
Kohn-Sham gap, Ha: 0.3014
LUMO energy, eV: -0.98

=====

# 2
Below is 2 unconnected molecules or ions with the total composition H7N3O, with properties calculated with wB97M-V/def2-TZVPD.

The geometry in ORCA input format:
```
! RIJCOSX wB97M-V def2-TZVPD def2/J DEFGRID3
* xyz 0 1
N -2.2043 0.5882 -0.1981
N -1.9233 -0.8109 0.0792
H -2.5351 0.9642 0.6946
H -1.2769 1.0393 -0.2281
H -1.2208 -1.0925 -0.6053
H -2.7544 -1.3143 -0.2392
N 2.9463 -0.1623 0.0580
O 1.6450 -0.1851 -0.4618
H 3.3321 0.7593 -0.1592
H 2.8702 -0.2608 1.0647
H 1.1213 0.4748 -0.0050
*
```

SMILES: NN.NO
Total energy, hartree: -243.58126
Kohn-Sham gap, Ha: 0.3451
LUMO energy, eV: 0.71

=====

# 3
Below is 2 unconnected molecules or ions with the total composition H7N3P2, with properties calculated with wB97M-V/def2-TZVPD.

The geometry in ORCA input format:
```
! RIJCOSX wB97M-V def2-TZVPD def2/J DEFGRID3
* xyz 0 1
H -2.2271 0.7440 -0.4470
N -1.2993 1.0949 -0.6204
P -0.8495 0.5039 -2.0590
H 0.4844 1.2538 -1.9522
N 0.6941 -1.6259 -0.2751
P 0.1932 -0.6681 0.9104
N 1.0334 0.7764 0.9445
H 0.2621 -2.5692 -0.5232
H -1.1473 -0.4162 0.9563
H 0.3572 -1.3591 2.1261
H 1.9560 0.8146 0.6068
H 0.5429 1.4508 0.3326
*
```

SMILES: [H]/N=P/[H].N=[PH2]N
Total energy, hartree: -851.08200
Kohn-Sham gap, Ha: 0.3014
LUMO energy, eV: -0.41

=====

# 4
Below is 2 unconnected molecules or ions with the total composition H7N5S2, with properties calculated with wB97M-V/def2-TZVPD.

The geometry in ORCA input format:
```
! RIJCOSX wB97M-V def2-TZVPD def2/J DEFGRID3
* xyz 0 1
N -0.7002 1.5794 1.8907
N 0.7191 -1.7575 -1.0009
N 0.4322 -0.7690 2.3138
N -1.1810 0.0242 -1.2221
N 1.5040 0.6664 -1.3557
S 0.5683 0.8053 2.3455
S 0.4740 -0.3148 -1.9110
H -0.8169 2.5815 1.7710
H -0.1279 -2.3026 -1.0945
H -0.4945 -1.1818 2.1084
H 0.5963 -1.4955 -0.0681
H -1.1752 -0.1356 -0.2758
H -1.4682 0.9553 -1.5411
H 1.6698 1.3447 -1.9603
*
```

Total energy, hartree: -1074.20175
Kohn-Sham gap, Ha: 0.3078
LUMO energy, eV: -0.62

=====

# 5
Below is 3 unconnected molecules or ions with the total composition H7O3, with properties calculated with wB97M-V/def2-TZVPD.

The geometry in ORCA input format:
```
! RIJCOSX wB97M-V def2-TZVPD def2/J DEFGRID3
* xyz 0 2
O 1.1397 2.1279 -0.0273
H 1.0405 3.0789 0.1927
H 1.6960 2.1454 -0.8196
O -0.7626 -2.3715 0.5037
H -1.1093 -3.2401 0.7413
H 0.1707 -2.4858 0.2972
O -0.3843 0.1911 -0.4065
H -0.4071 -0.8227 -0.3350
H -1.3401 0.4556 -0.5569
H 0.2088 1.0390 -0.2013
*
```

Total energy, hartree: -229.75740
Kohn-Sham gap (alpha / beta), Ha: 0.1443 / 0.4715
⟨S²⟩: 0.75
LUMO energy (alpha / beta), eV: 0.55 / 0.50

=====

# 6
Below is 4 unconnected molecules or ions with the total composition H7O3S, with properties calculated with wB97M-V/def2-TZVPD.

The geometry in ORCA input format:
```
! RIJCOSX wB97M-V def2-TZVPD def2/J DEFGRID3
* xyz -1 1
S -0.3076 -0.0302 0.1566
H -1.2998 0.8212 0.3885
H 2.6255 1.8174 -0.5909
H 1.2387 1.7244 0.0681
O 1.9956 2.3903 -0.1323
H -0.0524 -2.6631 2.6062
H -0.5566 -1.4383 2.0332
O -0.5216 -1.8853 2.9584
H -0.5997 -0.5965 -2.0571
H -1.2448 0.4835 -3.1138
O -0.8727 -0.4632 -3.0560
*
```

Total energy, hartree: -628.16132
Kohn-Sham gap, Ha: 0.2982
LUMO energy, eV: 4.01

=====

# 7
Below is 40 unconnected molecules or ions with the total composition H80O40, with properties calculated with wB97M-V/def2-TZVPD.

The geometry in ORCA input format:
```
! RIJCOSX wB97M-V def2-TZVPD def2/J DEFGRID3
* xyz -1 2
H -4.9328 -1.2467 -2.0520
H -6.1060 -2.1829 -2.2031
O -5.2701 -2.0920 -1.7321
H -1.1564 2.1865 -4.2126
H -1.9083 2.3305 -2.7684
O -1.9744 2.3007 -3.7202
H -2.8339 -3.8456 3.5784
H -1.7829 -2.7506 2.9749
O -2.0266 -3.3577 3.6774
H 1.4389 0.5291 -5.5888
H 1.9243 -0.6286 -6.3888
O 1.4059 0.1728 -6.4887
H 3.4328 1.9215 -3.6539
H 3.3287 0.3673 -3.9930
O 2.8592 1.1529 -3.7098
H -0.7395 -1.8424 5.4620
O -1.4738 -1.2261 5.3924
H -4.8345 1.4898 4.5370
O -5.5289 1.2236 3.9264
H -1.2935 -0.6256 1.9127
H 0.3228 -0.5928 1.9019
O -0.4776 -0.6779 2.4124
H 4.7090 2.8974 1.1159
H 5.7545 3.9099 0.3214
O 5.5719 3.0909 0.7552
H -1.9051 2.2550 0.3929
H -1.8905 1.0831 -0.3731
O -2.4813 1.8457 -0.2740
H 1.8643 -5.4849 -2.1938
H 1.0514 -5.5712 -3.5434
O 1.8995 -5.4646 -3.1398
H -5.1258 0.1209 0.8936
O -5.3265 0.8812 0.3408
H -2.9593 -5.5786 -0.9385
H -3.7731 -4.9470 0.1360
O -3.7418 -5.7363 -0.4133
H -3.6894 0.2297 1.7393
H -3.4938 -1.2024 1.2135
O -3.1131 -0.5456 1.8145
H 0.7902 1.6937 2.4893
H 0.0795 0.6029 3.4725
O 0.4663 1.4980 3.3840
H -5.8265 -2.7394 1.3074
H -5.2467 -2.7794 -0.0631
O -4.9659 -2.7225 0.8722
H -4.0455 -0.4594 -5.0913
H -3.5654 0.7114 -4.1717
O -4.2874 0.3551 -4.6560
H -4.7789 3.4127 1.4949
H -3.3180 2.9281 1.8996
O -4.2472 2.8021 2.0069
H -0.0540 4.6869 1.2605
O -0.8993 4.6155 0.7970
H -0.1194 1.3523 5.9778
H -0.5704 2.4701 5.1413
O -0.0851 2.3193 5.9945
H 2.5589 1.9887 1.8397
O 1.9892 1.7888 1.0978
H -1.7664 -3.2154 0.2819
H -0.5020 -2.4256 0.6335
O -1.3063 -2.8019 1.0314
H 1.4924 -0.4816 -2.0515
H 0.8353 -1.6630 -2.4598
O 0.6166 -0.8690 -1.9426
H 2.2179 1.9587 4.4100
H 3.6882 1.3970 4.8610
O 3.1702 1.8659 4.2436
H 2.5871 -5.0379 0.2273
H 1.5801 -5.7310 1.0617
O 1.7040 -5.4222 0.1745
H -2.1741 2.7404 4.2946
H -0.9751 2.7053 3.3459
O -1.5208 3.3157 3.9024
H 5.2698 -0.0221 -2.7526
H 5.8790 -1.3724 -3.1050
O 5.5290 -0.5752 -3.5138
H 5.3013 1.8180 -1.6463
H 4.1485 1.3082 -0.7231
O 4.7897 1.0459 -1.3862
H -1.0568 -0.2149 -5.7698
H -1.4347 0.5206 -4.4576
O -1.7845 -0.0297 -5.1700
H -1.6219 -0.7345 -1.8857
H -3.1486 -0.3047 -2.1489
O -2.3133 -0.5325 -2.5247
H 2.8281 5.0967 3.2736
H 2.7695 4.7468 1.6966
O 2.9318 5.3998 2.3777
H 0.8835 3.0210 -3.1608
O 0.5494 3.3495 -4.0060
H 6.2571 -2.8823 0.0273
H 6.2488 -1.3587 0.0300
O 6.3652 -2.1192 -0.5397
H -1.1824 5.5260 0.8718
H -1.9583 -1.5877 4.6306
H 1.8651 2.2849 0.3006
H -5.3739 1.8088 3.1727
H -4.9816 1.5935 0.9160
H -0.0712 4.0717 -3.9592
O 2.5018 -2.7380 -2.8827
H 2.3661 -3.6628 -3.1413
H 3.1717 -2.2779 -3.3920
O -2.4245 -3.2651 -1.4247
H -1.7191 -2.6276 -1.5906
H -3.1537 -2.7249 -1.7673
O 3.8845 -2.7340 3.0595
H 4.2569 -2.8151 2.1759
H 3.0791 -2.2290 2.9104
O 0.1339 2.2202 -1.2356
H 0.8024 1.5928 -1.5476
H -0.4973 2.2122 -1.9552
O 4.0958 -0.1011 2.1426
H 4.5661 -0.4905 2.8988
H 3.5554 0.4454 2.7350
O 3.1470 3.3531 -1.3708
H 2.5787 3.9979 -0.9196
H 3.9443 3.8936 -1.4886
O 1.1769 -1.6480 0.6665
H 1.7445 -2.1690 1.2388
H 1.6226 -1.6165 -0.1895
*
```

Total energy, hartree: -3057.52566
Kohn-Sham gap (alpha / beta), Ha: 0.0833 / 0.3520
⟨S²⟩: 0.75
LUMO energy (alpha / beta), eV: 1.22 / 1.14